The following is a DFT calculation (the ωB97M-V functional and the def2-TZVPD basis) of 9 unconnected molecules or ions with the total composition C33H62FNO14S6 in a non-equilibrium geometry.

Properties
- electronic energy (a.u.) = -4891.02422

The geometry in XYZ format:
```
117
C33H62FNO14S6 (the ωB97M-V functional and the def2-TZVPD basis)
S 1.52558 2.01712 3.86656
S -3.08382 1.39556 -2.47929
S -2.02123 -3.84977 7.64649
S 1.84705 -4.57978 -1.02661
S 2.14174 0.77278 -2.90408
S -1.50633 -2.75347 -3.42553
F 4.62230 4.28217 -1.17355
O 2.14685 1.96879 2.59786
O -3.28472 -4.46975 7.47122
O -2.00906 3.19607 0.85242
O -0.74578 -2.96907 -2.32991
O 1.56108 1.12421 -1.60768
O -1.39309 -1.55704 -4.24119
O 1.48957 0.93597 4.73684
O -1.71134 -3.32586 8.94312
O -4.01750 0.66930 -3.33823
O 1.58398 -5.12678 -2.39020
O 0.74284 -4.52025 -0.10543
O -2.67224 0.73352 -1.20285
O -1.61331 -0.79112 2.72788
O 1.71834 -0.46773 -3.54297
N -2.71669 0.86238 1.44364
C -0.62104 -0.37000 0.65181
C -1.87108 3.02853 -3.98037
C 4.21131 1.49941 -4.10216
C -3.23880 3.64370 -3.59548
C -3.68690 -3.98062 -3.98381
C 1.51100 5.76400 -2.46617
C 3.99357 -3.36426 -0.80983
C 1.78175 3.61095 4.73566
C 0.96949 3.99837 -0.84993
C -0.21179 2.34550 3.62898
C -1.56466 -2.62918 6.44156
C 3.29644 4.55147 -1.35879
C 0.61497 3.91812 5.45252
C -1.00490 -3.31945 5.39315
C 0.61469 4.95471 -1.85812
C -3.91109 0.81031 2.43243
C 2.63647 -2.96554 -1.02127
C -0.49406 3.60317 4.38932
C -2.57178 -5.00181 -4.14719
C -1.69204 -0.16447 1.70352
C -1.61626 1.86029 -3.33038
C 3.09340 -5.61997 -0.27714
C 4.05646 -4.62741 0.20414
C -3.48364 3.09764 -2.18583
C 2.89787 5.53958 -2.25001
C 3.80690 0.82693 -2.94920
C 2.33532 3.81181 -0.64618
C 1.79211 2.19348 -3.94900
C -0.70561 -4.93494 7.26736
C -3.20397 -3.08709 -2.99392
C -1.31607 -4.14971 -4.40576
C 3.28525 2.65517 -4.41585
C -0.07138 -4.40083 6.06908
H -0.85387 1.93621 -2.65036
H 4.18258 -0.03568 -2.69317
H -1.08622 -0.87578 -0.34230
H 0.32565 3.47836 -0.33519
H 4.43497 -2.60663 -0.01816
H -0.81001 4.40610 3.56240
H 0.17829 -4.96562 5.11683
H -3.28545 -3.51708 -1.96205
H -2.94296 0.81740 0.53489
H -3.54311 1.11883 3.40339
H -0.81684 -1.85073 6.99862
H -0.86211 1.66136 3.76925
H 0.71535 -3.76169 6.42623
H -4.57865 -4.41694 -3.69443
H 0.62109 3.18852 6.23948
H -3.54223 -3.18118 -4.67287
H -1.18714 -5.95544 6.90362
H -4.57547 2.98071 -1.93695
H -0.47912 5.19651 -2.03229
H 2.61046 3.18462 0.11157
H -2.43185 -5.53655 -3.33392
H -1.46921 -4.07004 -5.45732
H 2.66645 -6.15433 0.52184
H -2.73895 -5.72188 -4.88731
H 3.47333 -6.16728 -1.15938
H -1.24343 0.97430 -3.97553
H 3.65370 6.18831 -2.79274
H 2.65949 3.36210 5.21329
H -3.36568 4.85432 -3.67472
H 0.26459 -0.80888 1.19769
H 1.35140 2.97382 -3.46890
H 4.13729 0.63064 -4.91591
H 1.18636 1.63986 -4.70226
H -4.49732 -0.19668 2.29269
H -2.30033 1.85512 1.34496
H 2.18975 -2.60803 -0.17745
H -1.46532 3.42773 4.90166
H -0.31461 0.59392 0.16555
H 2.66288 -2.19596 -1.94918
H 4.91488 -5.15348 0.37400
H 2.13672 4.32785 3.96695
H -1.65100 -3.83286 4.91607
H -0.24234 2.87007 2.55825
H -2.46921 -2.13713 6.20107
H 3.79897 3.35993 -3.63318
H -4.52876 1.52120 2.12591
H -2.01978 2.95207 -5.10355
H 3.81353 -4.13498 1.24789
H -0.50254 -2.71136 4.74006
H -0.52568 -4.79959 -4.05271
H 5.20787 1.90379 -4.00971
H -1.12001 3.53625 -3.80386
H -4.02950 3.27124 -4.36961
H -1.84221 4.15549 0.87993
H 0.75195 4.85836 5.64310
H 4.55277 -3.44621 -1.64967
H 3.92899 1.33470 -2.16235
H -3.51129 -2.05694 -3.19865
H 3.28986 2.93256 -5.42061
H 0.27618 -4.98740 8.06518
H -2.75585 3.15277 -1.22212
H 1.36656 6.59622 -3.27558
```